The following is a DFT calculation (ωB97M-V/def2-TZVPD) of a single C5H12N2O molecule at a distorted geometry.

Structure (ORCA input):
```
! RIJCOSX wB97M-V def2-TZVPD def2/J DEFGRID3
* xyz 0 1
N 1.5127 1.2232 -1.4488
C -0.6258 -0.1789 2.1014
C 0.1036 -0.8860 0.9945
H 1.1869 -0.8621 1.2153
C -1.5502 0.7567 1.9542
H 0.6350 1.4865 0.4075
H -0.1974 -0.3647 3.0810
H -1.9676 1.2617 2.8123
H -0.0893 -0.9522 -2.3414
O -0.7476 1.6353 -1.0791
C 0.1856 -1.3545 -1.3661
H -0.4046 -2.2596 -1.2146
H 1.2513 -1.6266 -1.3628
H -1.9729 0.9908 0.9896
N -0.1618 -0.3774 -0.3472
H -0.1753 -1.9462 1.0319
H -1.1122 0.6613 -1.3991
H 2.3772 0.8646 -1.0705
C 0.3992 1.0727 -0.5809
H 1.3532 0.8554 -2.3770
*
```

HOMO-LUMO gap, eV: 9.63
ΔE to the lowest compared entry with this formula, charge and spin, kcal/mol: 70.6
Strongest force on any atom, eV/Å: 3.965
E_LUMO, eV: 0.9
E, Eh: -382.389982



The following is a DFT calculation (ωB97M-V/def2-TZVPD) of a molecular structure, C50H54N11SSeTl.

Structure (ORCA input):
```
! RIJCOSX wB97M-V def2-TZVPD def2/J DEFGRID3
* xyz 0 1
H -1.4577 -2.8635 -5.9586
C 1.2099 5.3436 -0.1835
H 5.5866 1.6444 -1.0242
C 6.4959 -0.3116 -1.0621
C -2.9336 -1.2467 2.5571
S 1.5285 4.6125 1.2832
C -3.4664 1.8372 -0.6474
H 0.4069 0.9837 5.3883
H -0.0930 6.5387 -1.2480
H -0.9461 -0.2145 4.0752
H -0.3960 -4.8326 -4.8110
H 3.4267 3.4611 3.8267
C 4.1744 0.2687 -1.8272
C -5.7805 2.4557 -0.0897
C -3.4729 3.3973 2.7825
H -2.6171 -1.6690 4.6178
H -4.3735 -0.1366 5.5103
N 1.1385 0.2085 1.4620
H -5.2347 -2.6776 2.2476
H 2.7045 4.4841 -1.1697
H -5.6339 -0.8856 -0.2042
H -4.1949 -2.1153 4.0255
H -6.1675 1.7192 -2.6791
C -1.8807 -1.8666 -2.0040
H 1.5929 -1.3067 -4.4480
N -1.4961 -0.8511 0.8105
H 2.0844 1.4227 5.5742
N -1.7253 2.2375 0.9581
H -2.0784 0.5725 -3.2999
C -3.9461 2.8684 1.5786
C -4.1613 1.1330 -3.1923
C 2.7337 0.9029 2.9589
H 1.5624 -0.6403 6.8877
C -1.6432 -0.7199 2.1557
C -2.8703 0.9875 -2.6875
C 4.1960 2.9192 3.2760
C 5.5783 0.7543 -1.6602
C -3.2541 -3.2490 -3.7468
H 4.3221 1.0707 0.7718
H 1.0335 -1.4553 5.4108
C -4.9083 -2.2849 1.2824
C -4.0052 -0.0241 4.4905
C 3.3465 0.6701 0.5279
C 2.2354 -0.6026 -2.5733
C -2.1221 3.3416 3.0417
C 1.7007 -0.6897 5.8077
N 2.0356 -0.3412 -1.2572
H 5.2580 -0.4234 -4.2484
C -4.4342 -2.3678 -4.1540
H 4.1294 1.1668 4.5378
H 5.1711 3.2636 3.6219
C 1.4246 0.6621 5.1506
C 3.1733 0.2108 -0.7778
C 3.7884 0.8451 -5.1945
C 1.2764 -1.1279 -3.4276
C -2.0562 -2.4705 -3.3044
C -3.4299 -1.3378 3.9655
C 4.1707 -0.3492 -4.3182
C 0.2076 -4.0674 -5.2986
H -4.7188 -1.6941 -3.3440
H 6.5234 -1.1955 -1.7001
H 1.6417 5.3324 -2.1648
C -0.9113 -2.2292 -4.0062
H 2.7225 -1.0120 5.6075
C 3.5904 -0.2418 -2.9457
C 0.6107 0.1767 2.7122
Tl -0.0472 0.3441 -0.4535
C 4.0418 1.4102 3.4765
H 0.0558 -1.9996 -5.8900
C -2.6287 -1.4408 0.3277
N -0.6590 -1.2818 -1.9351
H -2.9711 -3.8888 -4.5860
H 0.4707 -4.4225 -6.2946
C -1.2881 2.7366 2.0997
C -5.3579 2.8887 1.2208
H 4.8615 0.8837 2.9802
H 3.8375 -1.2767 -4.7922
H -0.2218 2.6732 2.2736
N 0.5517 2.9958 -2.3999
H -0.5310 6.1922 0.3961
N 2.0482 5.2453 -1.2443
C 1.6068 0.6210 3.6674
H 5.9683 1.0751 -2.6287
C -5.9368 -1.2800 0.7655
Se -7.8582 3.1084 1.1576
H -4.8325 0.3134 3.8643
H -1.6996 3.7451 3.9499
N -2.5343 1.3203 -1.4542
H -4.1778 -1.7528 -5.0173
H -4.1731 3.8409 3.4774
H 4.1847 1.7697 -4.7745
H -3.7468 -2.3950 -1.1732
N -6.3065 3.2768 2.0307
H -4.3809 0.8534 -4.2123
C -5.1413 1.6126 -2.3545
H 7.5138 0.0615 -0.9479
H 4.1767 0.7334 -6.2070
H -4.8670 -3.1436 0.6066
C 2.4327 0.6240 1.5674
H -6.9201 -1.7369 0.6556
C -2.8065 -1.9003 -0.9645
H 2.7049 0.9543 -5.2489
H -5.3029 -2.9719 -4.4149
C -4.7973 1.9749 -1.0519
H -3.2510 0.7609 4.4827
N -7.0642 2.4984 -0.3240
H 4.0794 3.1922 2.2279
H 1.1250 -3.9581 -4.7202
C 0.3479 2.1557 -1.6361
C -0.5494 -2.7421 -5.3634
C -3.5504 -1.6772 1.4227
H 6.1364 -0.6281 -0.0823
C -0.6756 -0.2395 3.0271
C -0.0307 -1.4942 -3.1248
N 0.0989 6.0777 -0.3760
H -6.0285 -0.4369 1.4536
H -3.5630 -3.9266 -2.9469
C -3.0293 2.3108 0.6869
*
```

HOMO-LUMO gap, eV: 5.76
ΔE to the lowest compared entry with this formula, charge and spin, kcal/mol: 0.0
Strongest force on any atom, eV/Å: 0.306
E_LUMO, eV: -0.8
E, Eh: -5512.225862



The following is a DFT calculation (ωB97M-V/def2-TZVPD) of a molecular structure, C36H34AsBaN6O8S2 at a distorted geometry.

Structure (ORCA input):
```
! RIJCOSX wB97M-V def2-TZVPD def2/J DEFGRID3
* xyz -1 1
C -1.7194 -3.5197 0.0064
H -2.4824 -5.3857 0.7338
O 1.1414 -2.5793 0.7359
H 4.3222 -0.2592 -0.2160
Ba -0.1974 -0.1662 0.3484
C -2.4327 -1.6740 -3.0590
H -3.9422 -3.9429 -3.0388
C 2.8753 0.5311 -4.5876
N 1.8990 -1.0076 -0.9062
C -3.0001 2.8332 0.0866
C -0.6838 0.0386 5.3099
H 0.0719 -0.1180 7.3085
C -2.6304 0.6175 -3.6503
O -1.9391 -0.8296 2.0311
H -3.1412 5.2110 -2.8881
C -3.8142 -0.2352 -1.7044
C 1.9552 0.0769 4.4966
H 3.0658 0.9961 -5.5453
H 7.6556 -1.1458 3.4349
H -3.9528 -5.7026 -1.2683
C 6.6751 -0.7908 3.7617
H 6.0782 0.3600 1.3734
H 3.9458 -1.9127 -2.5002
C -2.5105 -4.6592 -0.0662
C 4.4624 -0.8477 0.6814
C 5.6031 -1.1873 2.7828
C -0.3889 3.2822 -2.6117
H -1.4442 -1.7094 -3.5262
C -4.2062 3.5060 0.2220
H -2.0899 3.2545 0.4922
C 3.7261 -2.5828 2.1739
H -3.6300 0.6611 -4.1181
C -2.1579 2.0050 -3.2857
C -5.3494 2.9134 -0.2827
C 1.6469 -0.0141 5.8391
O 1.2166 2.9968 2.5372
C 3.3739 -1.0811 -2.8855
C 0.3215 -0.0476 6.2576
O 3.5685 2.1167 1.5961
C -3.9823 1.0984 -1.0205
H 4.8078 -2.7591 4.0094
As 1.9878 2.0032 1.2630
C 5.4525 -0.4980 1.5857
O 2.7290 -3.4180 -0.9696
O -2.9444 0.6919 3.6610
H 6.7315 0.2943 3.8558
H 0.6647 3.3094 -2.3500
H 3.0136 -3.3605 2.4156
H 6.4816 -1.2090 4.7497
C 4.7266 -2.2337 3.0645
C 1.8349 0.9661 -3.7864
H 2.9782 0.1108 4.1424
H 4.4837 -0.8984 -4.6971
C -1.1645 4.4326 -2.5545
H -3.7355 -0.9925 -0.9216
N -2.8844 1.6532 -0.5136
H -0.7262 5.3694 -2.2377
H 2.4471 -0.0541 6.5696
H -1.0616 -3.3513 0.8490
C -3.3206 -4.8285 -1.1731
H -6.0991 1.1927 -1.3448
H 0.2737 2.7628 2.5672
C -3.0050 3.1064 -3.2918
H -4.7301 -0.4601 -2.2807
O -1.3311 1.4976 1.9947
N -1.7069 -2.5875 -0.9430
C 2.2927 -0.5691 -2.1381
C 3.6054 -1.8903 0.9791
H -1.7216 0.0589 5.6159
O 1.3257 0.1615 2.2389
C -3.3159 -3.8546 -2.1606
H -1.9403 0.2352 -4.4047
C -2.4922 -2.7480 -2.0077
C -2.4992 4.3393 -2.9132
N -2.6188 -0.3230 -2.5334
C -0.3971 0.1317 3.9531
H -6.3138 3.3964 -0.1853
S -1.7901 0.3866 2.8573
C 3.6553 -0.5187 -4.1100
N -0.8675 2.1006 -2.9769
C 0.9531 0.1264 3.5147
H -4.2363 4.4621 0.7264
S 2.2829 -2.3238 -0.1383
H -4.0484 2.9850 -3.5544
N 1.5436 0.4491 -2.5973
H 1.1810 1.7690 -4.1135
H -3.1763 -1.9043 -3.8422
C -5.2351 1.6902 -0.9224
*
```

HOMO-LUMO gap, eV: 7.37
ΔE to the lowest compared entry with this formula, charge and spin, kcal/mol: 43.6
Strongest force on any atom, eV/Å: 3.121
E_LUMO, eV: 2.1
E, Eh: -5380.605415



The following is a DFT calculation (ωB97M-V/def2-TZVPD) of a molecular structure, C3H3CuFO3 at a distorted geometry.

Structure (ORCA input):
```
! RIJCOSX wB97M-V def2-TZVPD def2/J DEFGRID3
* xyz 0 2
C 0.1876 -1.2181 0.4426
H 0.9193 -1.9108 0.0054
F 1.6822 1.9702 -1.8482
H 1.8736 0.1800 0.8156
C 0.8066 0.1496 0.5256
O -2.7172 0.1181 -0.5645
H -0.0492 -1.5707 1.4582
O 0.1206 1.1667 0.4770
C -2.0687 -0.6858 0.0207
O -0.9552 -1.2488 -0.3971
Cu 0.2003 3.0497 -0.9353
*
```

HOMO-LUMO gap (spin up / spin down), eV: 8.18 / 8.52
ΔE to the lowest compared entry with this formula, charge and spin, kcal/mol: 15.3
<S²>: 0.75
Strongest force on any atom, eV/Å: 2.212
E_LUMO (spin up / spin down), eV: -0.9 / -1.0
E, Eh: -2082.041460



The following is a DFT calculation (ωB97M-V/def2-TZVPD) of a molecular structure, C41H44BaF3N7O2S2Sb at a distorted geometry.

Structure (ORCA input):
```
! RIJCOSX wB97M-V def2-TZVPD def2/J DEFGRID3
* xyz -1 1
C 4.7700 1.5558 4.3025
H 6.0037 0.8512 5.9175
H -1.4357 -1.3498 5.2117
C 3.2313 0.4212 2.8246
S -2.8842 -1.6786 0.9860
C -5.3269 1.8807 -0.3017
H -2.9497 -0.2277 -2.9276
H -4.4698 -1.5343 -5.2373
S 2.8882 1.0401 0.1702
C -5.2748 -0.3201 0.6492
O 3.9014 1.4255 -0.7868
C -0.5086 3.2837 1.7870
N -3.2438 0.7283 -0.0328
H -4.6472 -0.7707 -2.9648
H -7.0651 0.7952 0.3451
H -3.5248 -1.4198 -1.7533
H 1.3324 4.0145 -2.6448
H -1.4804 2.6681 -5.4555
N -0.6614 2.0357 2.2204
H 4.9869 -4.8936 -0.1596
Ba -0.3390 0.0820 -0.1224
H 5.0551 -0.6063 -0.4400
C -0.5884 -4.4757 4.1980
C 4.6280 2.1815 1.9693
F -5.8788 -2.6211 0.5487
C -5.9889 0.7857 0.2411
C 3.6476 1.2238 1.7709
H -2.7672 -1.0471 -5.3743
C 0.9943 3.3261 -3.4193
N 2.3512 -0.4199 0.0888
C 5.2026 -2.7449 -0.3136
C 0.7282 2.5726 4.0947
H 0.4860 -4.9394 2.3960
C -6.0228 -1.4832 1.2416
C 5.1773 2.3460 3.2327
H 0.8831 3.8615 -4.3626
H -0.6462 -2.9297 -5.6174
C 0.9250 -0.4134 -3.2334
H 0.3756 5.2200 2.0279
C 0.1916 -2.8336 2.6280
C -1.0044 -2.1458 4.6220
H -1.6667 -3.7293 5.8985
H 3.4671 -0.0448 4.8973
H 1.7406 2.5411 -3.5268
C 4.5021 -3.9282 -0.1129
C -3.8578 -0.3493 0.5113
H 6.2652 -2.7627 -0.5243
C -2.0050 4.2852 -2.9610
C -0.2019 -2.2028 -4.9413
C 3.1608 -1.5405 0.0043
C 0.0747 -4.1586 3.0217
H -1.0262 3.5349 0.8668
H -3.2401 -2.7280 -5.6795
N -0.1849 0.3583 3.8553
H -3.3821 2.6116 -0.8276
H 6.0147 2.6029 5.7143
H -5.8556 2.7636 -0.6299
C 3.7922 0.5884 4.0789
H -1.8965 4.8811 -2.0540
Sb -0.8739 2.4476 -2.8318
C -3.4419 -1.8570 -5.0510
H 4.6173 1.7994 6.4369
F -5.6762 -1.7390 2.5150
H 5.9438 3.0968 3.3890
H -0.7006 -5.5122 4.4907
O 1.6871 1.8961 0.1917
C -2.0002 -2.8108 -3.3308
C 1.5123 -0.6088 -4.4804
H 4.9556 2.7828 1.1314
N -0.1865 -0.4985 2.9659
C 0.9328 -1.5147 -5.3556
H -2.3935 1.3046 -4.7637
H -1.9542 -3.7781 -3.8454
C -0.2240 -1.0732 -2.7568
H 2.4804 -0.3391 2.6507
C -1.4266 1.8041 -4.7925
F -7.3623 -1.2397 1.2725
N 2.4853 -2.6785 0.2141
H -3.0605 4.0459 -3.0948
H -1.6591 4.8691 -3.8144
C -0.0435 1.7028 3.3391
H 2.4119 -0.0708 -4.7629
C 4.5382 -1.5366 -0.2597
H 1.1875 2.2257 5.0092
C 0.9037 3.8589 3.6153
C -3.6167 -1.0935 -2.7883
H -2.0076 -2.9992 -2.2553
C 5.3849 1.7149 5.6659
C 0.2685 4.2264 2.4398
H 1.4406 0.3134 -2.5843
C -3.9522 1.7855 -0.4074
H 0.7075 -2.5731 1.7093
C 3.1466 -3.8290 0.1468
H 2.5507 -4.7230 0.3041
H -0.6822 1.0911 -5.1469
C -1.1301 -3.4734 4.9939
H 1.5254 4.5622 4.1543
C -0.7642 -1.9967 -3.6815
N -3.3002 -2.2087 -3.6576
C -0.3378 -1.8444 3.4422
H 1.3620 -1.6973 -6.3345
*
```

HOMO-LUMO gap, eV: 5.79
ΔE to the lowest compared entry with this formula, charge and spin, kcal/mol: 31.1
Strongest force on any atom, eV/Å: 1.030
E_LUMO, eV: 1.6
E, Eh: -3484.349041



The following is a DFT calculation (ωB97M-V/def2-TZVPD) of a gas-phase ion, C11H21N2 (charge +1) at a distorted geometry.

Structure (ORCA input):
```
! RIJCOSX wB97M-V def2-TZVPD def2/J DEFGRID3
* xyz 1 1
H 2.6315 0.7514 2.3194
H 1.6453 -1.5503 -2.4580
H -1.0615 -1.1382 1.3596
C -0.9646 -3.0077 -0.7213
C 0.1111 2.6464 0.1271
N 0.7658 2.2020 1.1911
C 0.0099 1.5937 -0.7233
C -1.7159 -0.9283 0.5742
H -0.8598 -3.3917 0.2800
H -0.3246 1.6002 -1.7828
C -1.8829 -0.9567 -1.9203
C 1.6786 0.2117 2.1920
H 1.7236 0.1000 -2.3090
H -0.1631 3.6945 -0.0314
H 1.3277 -1.4137 -0.0411
H -2.1052 0.0833 0.3972
H 1.5641 2.3551 3.0434
H 0.2574 -0.5054 -2.8765
H -0.2080 -3.1790 -1.3906
H -1.9254 -3.3567 -0.9346
C 1.0630 -0.7359 -2.1400
H -1.5956 -1.4757 -2.7544
C 1.0165 0.8866 1.0553
H 0.1754 3.5287 2.7519
C 1.1544 3.0584 2.3230
H -2.8315 -1.1043 -1.6058
H -2.5077 -1.6023 0.5979
H 1.7363 -0.8620 2.0461
H 1.7988 3.8134 1.9751
C 0.6019 -0.8815 -0.7233
H 1.1560 0.4143 3.2218
C -1.0785 -1.4444 -0.6983
H -1.7230 0.0948 -2.1910
N 0.5296 0.4993 -0.1536
*
```

HOMO-LUMO gap, eV: 10.70
ΔE to the lowest compared entry with this formula, charge and spin, kcal/mol: 8.4
Strongest force on any atom, eV/Å: 4.111
E_LUMO, eV: -2.4
E, Eh: -540.965099



The following is a DFT calculation (ωB97M-V/def2-TZVPD) of a molecular structure, C4H12N4O at a distorted geometry.

Structure (ORCA input):
```
! RIJCOSX wB97M-V def2-TZVPD def2/J DEFGRID3
* xyz 0 1
H -2.0120 2.0344 -0.2197
N -0.4395 1.4398 0.8030
N -1.5777 2.2728 0.6715
C 1.5811 -0.0665 -1.9545
C -0.6395 0.0934 1.3280
H -2.2652 1.9711 1.3695
H 0.3668 1.9480 1.1567
H -0.6004 -0.1872 -1.7681
O -1.7468 -0.2476 1.8006
H -1.4095 -2.1879 0.4708
H 2.4136 0.3838 -1.4058
C 0.2685 0.2853 -1.3204
H 1.7370 -1.1426 -2.0262
C 0.6792 -0.6268 1.4506
H 0.1101 1.3584 -1.3784
H 0.0408 -2.9886 0.3579
N -0.5139 -2.2286 -0.0303
H 1.6074 0.3618 -2.9659
N 0.1259 -0.9817 0.1122
H 1.6019 -0.0507 1.3743
H 0.6721 -1.4407 2.1744
*
```

HOMO-LUMO gap, eV: 8.52
ΔE to the lowest compared entry with this formula, charge and spin, kcal/mol: 141.6
Strongest force on any atom, eV/Å: 3.389
E_LUMO, eV: 0.6
E, Eh: -453.676532



The following is a DFT calculation (ωB97M-V/def2-TZVPD) of a gas-phase ion, C2H3O (charge +2) at a distorted geometry.

Structure (ORCA input):
```
! RIJCOSX wB97M-V def2-TZVPD def2/J DEFGRID3
* xyz 2 2
H -0.2255 2.0513 -0.4548
H 1.1994 0.3287 0.3625
C -0.1474 -1.2545 0.1759
H -0.2983 -2.3359 0.3356
C 0.1672 0.0429 0.0425
O -0.6954 1.1674 -0.4617
*
```

HOMO-LUMO gap (spin up / spin down), eV: 9.44 / 9.09
ΔE to the lowest compared entry with this formula, charge and spin, kcal/mol: 53.7
<S²>: 0.79
Strongest force on any atom, eV/Å: 6.254
E_LUMO (spin up / spin down), eV: -17.4 / -18.1
E, Eh: -152.116653



The following is a DFT calculation (ωB97M-V/def2-TZVPD) of 2 unconnected molecules or ions with the total composition C5H16NO at a distorted geometry.

Structure (ORCA input):
```
! RIJCOSX wB97M-V def2-TZVPD def2/J DEFGRID3
* xyz 1 1
O -0.5313 -1.1230 2.5449
N 1.1080 1.3774 1.7724
C 0.2886 1.2569 0.5391
H 1.0746 -0.3756 -2.4357
H -1.4860 -1.2304 2.7065
H 0.6663 2.2165 0.0508
H 1.9985 0.8832 1.6319
C 0.3882 -0.0070 -0.3622
H -0.6409 -1.4394 -2.5132
H -1.5805 -0.5456 0.2947
H -0.9881 -2.5075 -1.1023
H 0.8774 1.1657 -2.1845
H 0.9359 -0.7844 0.2301
C 1.2443 0.2935 -1.5880
H -0.6680 -1.2501 1.5899
C -1.0016 -0.3704 -0.6415
H -2.2166 -1.4629 -2.0343
H 0.6677 0.8367 2.5588
C -1.2213 -1.5450 -1.5879
H -0.7895 1.3915 0.6917
H -1.5545 0.4947 -1.0564
H 1.1468 2.2947 2.2218
H 2.2819 0.4305 -1.3265
*
```

HOMO-LUMO gap, eV: 11.80
ΔE to the lowest compared entry with this formula, charge and spin, kcal/mol: 38.7
Strongest force on any atom, eV/Å: 3.654
E_LUMO, eV: -3.5
E, Eh: -329.819141



The following is a DFT calculation (ωB97M-V/def2-TZVPD) of 2 unconnected molecules or ions with the total composition C2H7N2O2.

Structure (ORCA input):
```
! RIJCOSX wB97M-V def2-TZVPD def2/J DEFGRID3
* xyz -1 1
H -1.3396 1.4501 -1.2851
C -2.2362 0.0060 -0.2005
O 1.0347 0.0674 0.4452
N -1.8982 0.4344 1.1597
H -3.2573 0.3367 -0.4015
O 2.8514 -1.1556 -0.0993
H 2.7435 0.8529 -0.2285
N -1.3523 0.4353 -1.2665
C 2.2165 -0.1043 0.0382
H -1.9871 1.4428 1.2079
H -2.2609 -1.0864 -0.2052
H -0.9103 0.2280 1.3013
H -0.4103 0.1712 -0.9729
*
```

HOMO-LUMO gap, eV: 8.71
ΔE to the lowest compared entry with this formula, charge and spin, kcal/mol: 7.2
Strongest force on any atom, eV/Å: 0.392
E_LUMO, eV: 4.3
E, Eh: -340.459746